Computed, not measured: a molecular structure, C29H27Cl2CrN6O3S, with ωB97M-V/def2-TZVPD.

XYZ file:
```
69
C29H27Cl2CrN6O3S ωB97M-V/def2-TZVPD
Cr 0.10473 -0.99487 -0.50946
O -2.44258 0.72924 -1.19681
C -2.32847 0.42384 -0.01095
N -1.61240 -0.63391 0.42266
C -1.60421 -1.00584 1.79147
C -2.73665 -1.10285 2.58315
C -2.62319 -1.46654 3.91958
C -1.37887 -1.76416 4.45309
C -0.23956 -1.72448 3.65721
C -0.35182 -1.35865 2.32018
N 0.68097 -1.34329 1.36496
C 1.97576 -1.55608 1.63684
O 2.52992 -1.73103 2.71584
C 2.80861 -1.58193 0.36689
C 4.17125 -1.80325 0.42460
C 4.89294 -1.81772 -0.75749
C 4.22679 -1.60548 -1.95562
C 2.86012 -1.39330 -1.93156
N 2.16602 -1.38543 -0.79294
C -2.91843 1.40241 0.98077
C -4.26053 1.75069 0.94119
C -4.71220 2.72490 1.81361
C -3.80271 3.33184 2.66812
C -2.47667 2.93556 2.60564
N -2.03104 1.98501 1.78645
H -3.70818 -0.89598 2.15304
H -3.51094 -1.52713 4.53577
H -1.28965 -2.05179 5.49275
H 0.73052 -1.97233 4.05756
H 4.61815 -1.95681 1.39660
H 5.96100 -1.99200 -0.74640
H 4.74813 -1.60472 -2.90223
H 2.29225 -1.22593 -2.83939
H -4.92374 1.26687 0.23716
H -5.75589 3.01182 1.82534
H -4.11358 4.09807 3.36494
H -1.73336 3.39532 3.24913
Cl -0.32554 -3.46848 -0.59187
C 0.20959 -3.83464 -2.21764
C 0.64551 -5.12153 -2.46705
C 1.07439 -5.44445 -3.74401
C 1.06585 -4.47085 -4.73121
C 0.62769 -3.18939 -4.44271
Cl 0.66306 -2.01601 -5.72161
C 0.17112 -2.81339 -3.17042
S -0.42841 -1.20461 -2.82852
H 0.64828 -5.85384 -1.67147
H 1.41916 -6.44463 -3.96595
H 1.40180 -4.69683 -5.73364
C 1.46748 4.21357 0.52424
N 1.00652 2.84349 0.63065
C 1.35816 2.11477 1.84279
C 0.51664 2.14404 -0.41262
O 0.59189 0.89544 -0.34690
N -0.01499 2.82012 -1.45932
C -0.18281 2.12714 -2.73122
C -0.95778 3.90600 -1.21535
H 2.47984 4.27752 0.92721
H 0.83000 4.90302 1.08349
H 1.49111 4.51954 -0.51823
H 1.36813 2.81891 2.67404
H 2.34503 1.65053 1.75794
H 0.61619 1.34709 2.04287
H 0.69119 1.51907 -2.94486
H -0.28100 2.88394 -3.50950
H -1.06873 1.49410 -2.72300
H -1.05425 4.09088 -0.14818
H -1.93744 3.60372 -1.59196
H -0.65013 4.82570 -1.71765
```

Results
Electronic energy, eV: -109900.2066
E_HOMO (alpha / beta), eV: -7.27 / -7.44
Gap between HOMO and LUMO (alpha / beta), hartree: 0.2697 / 0.2718
Spin multiplicity: 4

These are the Mulliken partial charges, in e, on atoms 1 to 2: 0.172 -0.648